{"formula": "C27H21F6IN2O5Ti", "method": "ωB97M-V with the def2-TZVPD basis set", "total_energy_ha": -3271.6789, "orbital_gap_ev": 3.131, "total_charge": 2, "spin_multiplicity": 1, "homo_energy_ev": -13.62, "species": ["C", "C", "N", "C", "C", "C", "C", "C", "O", "C", "F", "F", "C", "F", "F", "C", "F", "F", "C", "O", "O", "C", "C", "C", "C", "C", "N", "C", "O", "C", "C", "C", "C", "C", "I", "C", "C", "C", "C", "C", "O", "H", "H", "H", "H", "H", "H", "H", "H", "H", "H", "H", "H", "H", "H", "H", "H", "H", "H", "H", "H", "H", "Ti"], "coordinates": [[1.082, 1.568, 3.840], [1.817, 2.965, 3.399], [2.625, 3.583, 4.350], [1.684, 3.727, 1.951], [1.204, 2.773, 0.707], [-0.134, 3.304, -0.143], [-0.804, 2.471, -1.406], [-2.159, 3.079, -2.137], [-2.095, 3.394, -3.451], [-3.578, 3.374, -1.344], [-4.358, 4.293, -2.256], [-3.311, 4.163, -0.117], [-4.523, 2.052, -1.128], [-4.732, 1.323, -2.434], [-5.873, 2.531, -0.708], [-3.935, 0.938, -0.080], [-2.832, 1.408, 0.789], [-3.484, -0.309, -0.758], [-5.195, 0.492, 0.916], [-5.111, 0.705, 2.258], [-6.414, -0.183, 0.426], [-0.100, 1.058, -1.848], [1.255, 0.548, -1.010], [1.928, 1.372, 0.245], [3.269, 0.798, 0.993], [4.691, 1.364, 0.319], [5.830, 1.493, 1.100], [1.880, -0.910, -1.539], [3.193, -1.098, -1.694], [0.716, -2.058, -1.893], [0.815, -3.640, -1.470], [2.101, -4.211, -0.611], [1.798, -4.236, 1.033], [0.900, -5.595, 1.305], [0.745, -2.464, 1.765], [-0.452, -4.616, -1.913], [-1.790, -4.118, -2.725], [-1.885, -2.537, -3.145], [-0.645, -1.550, -2.722], [-0.695, 0.085, -3.072], [-1.144, 0.561, -4.247], [0.569, 0.978, 2.966], [0.314, 1.802, 4.715], [1.920, 0.881, 4.339], [2.636, 3.040, 5.242], [0.864, 4.582, 2.105], [2.731, 4.200, 1.643], [-0.702, 4.309, 0.160], [-6.721, -0.907, 1.054], [3.295, -0.381, 0.813], [3.269, 0.926, 2.169], [4.640, 1.579, -0.837], [6.565, 1.829, 0.430], [2.465, -5.281, -0.995], [3.065, -3.516, -0.719], [2.821, -4.353, 1.627], [0.958, -5.954, 2.429], [-0.229, -5.289, 1.098], [1.288, -6.438, 0.583], [-0.408, -5.767, -1.629], [-2.705, -4.811, -3.009], [-2.800, -2.027, -3.705], [3.879, 2.698, -2.025]], "forces_ev_per_angstrom": [[0.387, 0.099, 0.330], [2.701, 1.144, 3.875], [-3.400, -2.573, -4.474], [-0.218, -0.415, -0.056], [-2.021, -0.762, -2.808], [0.969, -3.035, -0.995], [2.823, -1.225, 2.144], [1.234, 1.408, -6.727], [-0.385, -2.241, 9.175], [-0.946, 2.991, -1.274], [2.564, -3.114, 3.135], [-0.825, -2.771, -3.453], [-2.083, -0.136, -1.597], [0.951, 2.681, 4.181], [4.644, -1.755, -1.069], [-0.338, -2.073, 1.258], [-3.337, -1.209, -3.135], [-0.980, 4.067, 1.797], [-2.022, -0.747, 8.263], [0.147, -1.199, -9.397], [3.840, 1.122, 0.461], [0.995, 1.987, 2.270], [-1.200, 1.774, -0.501], [-1.770, 1.824, -1.912], [0.124, -1.036, -0.839], [2.177, -0.100, 5.721], [-5.168, -0.157, -5.662], [3.012, -1.388, -0.767], [-7.386, 1.629, 1.146], [-2.373, -1.725, -0.654], [-2.345, 1.368, -1.981], [0.533, 1.025, 0.169], [0.795, -2.966, -0.788], [-0.492, 0.882, 0.456], [0.646, -0.602, -0.288], [-0.606, 2.702, -0.902], [3.175, 3.370, 0.985], [3.495, -0.719, 2.073], [0.161, -1.670, 0.925], [-1.637, 0.399, -4.521], [2.896, -2.769, 8.038], [0.883, 1.227, 1.698], [1.484, -0.448, -2.112], [-1.811, 1.462, -1.224], [-0.276, 0.295, -0.923], [1.915, -1.856, -0.565], [-2.285, -0.894, 1.008], [1.527, -2.436, -0.538], [0.874, 1.584, -0.439], [-0.098, 2.555, 0.268], [0.091, 0.235, -2.587], [0.771, -1.037, 1.179], [-0.205, -0.273, 0.987], [-1.198, 2.305, 0.962], [-2.415, -1.253, -0.221], [-2.224, 0.587, -1.419], [-0.021, 0.797, -2.379], [2.349, -1.022, 0.244], [-0.904, 1.642, 1.528], [0.027, 2.801, -0.606], [2.341, 1.422, 0.771], [2.210, -1.395, 1.320], [-1.771, -0.387, 0.446]], "nbo_charge": [-0.7264, 0.2672, -0.5817, -0.5239, 0.0061, -0.1620, -0.0462, 0.4403, -0.3653, 0.5916, -0.2964, -0.3164, 0.5978, -0.3014, -0.2867, 0.5790, -0.3129, -0.3140, 0.6982, -0.4952, -0.6843, -0.0501, -0.1206, -0.0870, -0.5416, 0.1368, -0.4239, 0.5380, -0.5731, -0.1392, 0.0520, -0.4955, -0.3214, -0.6620, 0.0973, -0.1937, -0.1650, -0.1656, -0.0991, 0.4915, -0.4503, 0.2245, 0.2797, 0.2498, 0.3571, 0.2865, 0.2579, 0.2911, 0.5322, 0.3107, 0.3181, -0.0864, 0.3544, 0.2690, 0.2530, 0.2518, 0.2502, 0.2274, 0.2307, 0.2648, 0.2797, 0.2844, 1.7189]}

=====

{"formula": "C27H21N5O5Tc", "method": "ωB97M-V with the def2-TZVPD basis set", "total_energy_ha": -1772.0610, "orbital_gap_ev": 5.408, "total_charge": 1, "spin_multiplicity": 1, "homo_energy_ev": -10.25, "species": ["Tc", "N", "C", "C", "O", "N", "C", "C", "O", "O", "H", "H", "H", "H", "H", "H", "O", "C", "O", "C", "C", "C", "N", "C", "C", "C", "C", "C", "C", "C", "N", "C", "C", "C", "C", "C", "N", "H", "H", "H", "H", "H", "H", "H", "H", "H", "H", "C", "C", "C", "C", "C", "C", "C", "H", "H", "H", "H", "H"], "coordinates": [[0.046, -0.545, 0.749], [-0.784, -1.052, 2.664], [-0.748, -2.523, 2.939], [0.377, -3.193, 2.150], [0.949, -4.182, 2.572], [0.570, -2.565, 0.974], [1.543, -3.061, 0.038], [2.343, -1.868, -0.450], [3.475, -1.600, -0.442], [1.436, -0.759, -1.026], [-0.161, -0.577, 3.313], [-1.709, -0.674, 2.852], [-1.691, -2.954, 2.603], [-0.643, -2.721, 4.004], [1.060, -3.511, -0.840], [2.239, -3.778, 0.473], [-0.301, 5.984, -1.392], [0.698, 5.507, -0.827], [1.836, 5.954, -0.609], [0.478, 4.085, -0.285], [1.503, 3.418, 0.383], [1.305, 2.121, 0.801], [0.134, 1.510, 0.578], [-0.887, 2.149, -0.017], [-0.744, 3.440, -0.467], [-2.106, 1.316, -0.051], [-3.365, 1.797, -0.379], [-4.458, 0.963, -0.251], [-4.280, -0.339, 0.201], [-3.000, -0.769, 0.479], [-1.934, 0.036, 0.348], [2.278, 1.258, 1.520], [3.567, 1.662, 1.802], [4.405, 0.811, 2.502], [3.936, -0.427, 2.908], [2.647, -0.785, 2.578], [1.819, 0.030, 1.899], [2.422, 3.974, 0.526], [-1.518, 4.009, -0.968], [-3.476, 2.823, -0.701], [-5.448, 1.326, -0.492], [-5.110, -1.019, 0.325], [-2.791, -1.786, 0.784], [3.909, 2.634, 1.477], [5.419, 1.114, 2.728], [4.556, -1.119, 3.459], [2.259, -1.758, 2.851], [0.095, -0.968, -1.133], [-0.463, -1.096, -2.446], [-1.828, -1.378, -2.596], [-2.377, -1.479, -3.859], [-1.566, -1.293, -4.973], [-0.208, -1.018, -4.839], [0.350, -0.926, -3.580], [-2.443, -1.545, -1.726], [-3.426, -1.708, -3.983], [-1.997, -1.368, -5.963], [0.405, -0.877, -5.718], [1.402, -0.704, -3.465]], "forces_ev_per_angstrom": [[1.096, -0.120, -1.350], [-0.147, -0.014, 0.177], [-0.047, 0.233, -0.038], [0.037, -0.096, -0.052], [-0.040, 0.042, -0.079], [-0.092, 0.130, 0.285], [-0.111, 0.191, 0.042], [0.116, -0.006, -0.153], [-0.038, -0.037, -0.069], [-0.214, -0.007, 0.672], [-0.058, -0.012, 0.094], [-0.021, -0.040, 0.001], [0.008, -0.034, 0.018], [0.043, -0.014, 0.001], [0.032, -0.005, -0.022], [0.011, 0.012, 0.057], [0.130, -0.284, 0.116], [0.068, 0.835, -0.168], [-0.189, -0.271, 0.007], [-0.081, -0.546, 0.138], [0.098, 0.245, -0.069], [0.001, -0.319, 0.131], [-0.135, -0.169, 0.109], [-0.135, -0.319, 0.122], [0.046, 0.370, -0.090], [0.126, 0.144, 0.002], [-0.018, 0.008, 0.007], [-0.114, 0.069, -0.042], [0.074, -0.084, 0.055], [-0.083, 0.173, -0.066], [-0.048, -0.204, 0.003], [-0.280, -0.008, -0.036], [0.102, 0.039, 0.069], [0.064, 0.073, -0.011], [0.019, -0.074, 0.065], [-0.165, 0.154, -0.053], [0.390, 0.032, -0.045], [0.000, -0.008, -0.009], [-0.005, -0.028, -0.011], [-0.003, -0.013, -0.002], [0.014, -0.001, 0.001], [-0.016, 0.027, -0.013], [-0.007, -0.006, -0.007], [-0.009, -0.014, -0.001], [-0.010, -0.002, -0.001], [0.006, 0.014, -0.004], [-0.008, -0.019, -0.029], [-0.434, -0.101, 0.220], [0.041, 0.093, 0.142], [-0.057, -0.056, -0.087], [0.104, 0.023, 0.043], [-0.024, -0.002, -0.101], [-0.047, -0.014, 0.058], [-0.026, 0.019, -0.058], [0.017, -0.003, -0.007], [0.000, 0.002, 0.004], [0.007, 0.001, 0.008], [0.012, 0.002, 0.007], [0.000, 0.001, 0.021]], "nbo_charge": [0.7176, -0.7025, -0.3088, 0.6335, -0.6093, -0.6168, -0.3518, 0.8294, -0.4274, -0.5389, 0.4098, 0.4115, 0.2253, 0.2382, 0.2388, 0.2767, -0.7054, 0.7152, -0.7029, 0.0111, -0.1963, 0.2236, -0.4350, 0.1360, -0.1805, 0.2065, -0.1954, -0.1208, -0.2365, 0.0399, -0.3853, 0.1857, -0.2033, -0.0952, -0.2338, 0.0717, -0.4805, 0.2753, 0.2762, 0.2578, 0.2478, 0.2500, 0.2206, 0.2557, 0.2474, 0.2521, 0.2272, 0.4577, -0.1631, -0.1354, -0.2217, -0.1078, -0.2127, -0.1346, 0.2160, 0.2351, 0.2351, 0.2418, 0.2354]}